#A
Formula: C5H5FS
Source: OMol25
Level of theory: the ωB97M-V functional and the def2-TZVPD basis

Output
HOMO energy = -8.90 eV

Structure (ORCA input):
```
! wB97M-V def2-TZVPD RIJCOSX def2/J DEFGRID3
* xyz 0 1
F -0.20105 -1.33645 1.05147
H -4.35566 0.71699 -1.54155
H 2.91067 -2.23384 1.04854
C -2.11116 0.36816 -0.47715
S 2.38354 -1.32582 -0.52103
C 0.10184 -0.15896 0.37935
H 1.95513 0.34471 1.45339
H 2.11099 0.96538 -0.06437
C -3.35983 0.53254 -0.72276
C -0.72026 0.46412 -0.48563
C 1.65546 0.13577 0.42321
H -0.36967 1.52739 -0.54345
*
```


#B
Formula: C5H5FS
Source: OMol25
Level of theory: the ωB97M-V functional and the def2-TZVPD basis

Output
HOMO energy = -9.00 eV
SMILES = C#C/C=C(\F)CS

Structure (ORCA input):
```
! wB97M-V def2-TZVPD RIJCOSX def2/J DEFGRID3
* xyz 0 1
H -1.39284 -1.35257 0.55560
H 4.12291 0.48320 -1.03191
H -2.62122 1.43741 -0.64112
H 0.57434 -1.64158 0.16479
C 0.77864 -0.61484 0.07132
H -2.02230 -0.05851 1.55213
C 2.02216 -0.15208 -0.39423
C 3.08843 0.28036 -0.71804
C -1.58968 -0.30598 0.59469
S -2.70415 0.13603 -0.77994
C -0.22312 0.23314 0.33928
F -0.03318 1.55541 0.28745
*
```


Computed relative energies in units of eV: #A 3.970; #B 0.000


#A
Formula: C3H14O3S
Source: OMol25
Level of theory: the ωB97M-V functional and the def2-TZVPD basis

Output
HOMO energy = -8.91 eV
SMILES = CCCS.O.O.O

Structure (ORCA input):
```
! wB97M-V def2-TZVPD RIJCOSX def2/J DEFGRID3
* xyz 0 1
C -0.81402 0.92618 1.99219
H 1.04171 -0.04819 2.80527
H 0.25306 -0.38144 -2.25025
O 1.11854 -0.12759 -2.46699
H 1.15627 0.81917 -2.74517
H -0.31968 1.86885 2.07155
H 3.32469 -0.97468 0.12271
O -0.05488 -2.39754 -0.70505
H 0.88994 -2.19492 -0.94326
H -0.27239 -3.11040 -1.35077
H -0.40929 0.07317 3.95162
H -1.34288 -0.59431 0.18230
H 2.43287 -0.73470 -1.07514
C -0.80289 0.29709 0.50211
O 2.64202 -1.39709 -0.37461
H 0.24258 0.21379 0.28209
H -1.81978 0.89624 2.35059
H -2.13469 0.96581 -1.34627
S -1.39024 1.80646 -0.56188
H -0.30593 -1.18567 2.75019
C -0.07277 -0.07963 2.93200
*
```


#B
Formula: C3H14O3S
Source: OMol25
Level of theory: the ωB97M-V functional and the def2-TZVPD basis

Output
HOMO energy = -8.88 eV
SMILES = CCSC.O.O.O

Structure (ORCA input):
```
! wB97M-V def2-TZVPD RIJCOSX def2/J DEFGRID3
* xyz 0 1
H -0.39520 -0.97268 1.95398
O -6.63204 1.33686 2.08879
S 0.59337 -0.21229 -0.23199
H -0.45065 0.70956 1.64458
C 2.87130 -1.38763 -1.13214
H 1.45883 -2.37013 0.01317
H -6.27346 0.68979 2.70424
H -1.43237 0.36221 -3.83968
C -0.54190 -0.25298 1.13982
C 1.95419 -1.40226 0.05650
H -6.93313 0.81870 1.33047
H 3.79465 -0.83115 -1.03611
O 2.53236 1.35256 2.13695
H 2.15936 1.16123 1.26225
H 3.16386 -2.46055 -1.24767
H 3.32811 1.86475 1.96720
H -1.56816 -0.39281 0.80685
H 2.28503 -1.10556 -1.98754
H 2.40194 -1.35601 1.05909
H -0.09987 0.55037 -3.08380
O -0.48195 0.43225 -3.96008
*
```


Computed relative energies in units of eV: #A 0.077; #B 0.000


#A
Formula: C8H12O
Source: OMol25
Level of theory: the ωB97M-V functional and the def2-TZVPD basis

Output
HOMO energy = -9.19 eV
SMILES = C#C[C@@]1(C(C)(C)C)CO1

Structure (ORCA input):
```
! wB97M-V def2-TZVPD RIJCOSX def2/J DEFGRID3
* xyz 0 1
H 0.62523 -1.90279 -1.38666
H 0.03132 -0.28999 2.15620
H -2.52623 -0.88609 0.14507
C 1.51156 -1.44059 -0.92516
H -1.65485 0.33654 1.91667
H -1.46820 -1.58105 -1.17661
H -1.30123 0.74631 -2.01012
C 1.98944 0.73247 0.30158
C -0.69177 0.42762 1.55834
C 2.54926 1.75786 0.50760
C -0.65517 0.11553 0.09688
H 3.14148 2.59334 0.50620
C -1.04932 1.14303 -0.97152
H -0.20912 1.79272 -1.04108
C 1.15949 -0.41294 0.04134
H -0.45303 1.38862 1.66168
H -1.42866 -1.99701 0.43469
H 2.53244 -1.31888 -1.46329
C -1.54758 -1.09054 -0.16100
O 1.36750 -1.69598 0.45605
H -1.92256 1.58180 -0.64684
*
```


#B
Formula: C8H12O
Source: OMol25
Level of theory: the ωB97M-V functional and the def2-TZVPD basis

Output
HOMO energy = -8.90 eV
SMILES = C[C@H]1[C@H]2[C@H]3C[C@@H]1O[C@@]23C

Structure (ORCA input):
```
! wB97M-V def2-TZVPD RIJCOSX def2/J DEFGRID3
* xyz 0 1
H 1.24621 1.38638 1.52604
H -3.08276 -0.74290 0.85422
H -3.23447 -0.00946 -0.74460
H 2.88817 -1.84872 0.00969
C 1.23100 -0.42008 -0.60593
H 1.20437 1.74347 -1.20600
C 0.37199 1.29869 0.88133
C 2.62083 -0.77476 -0.01248
C -0.00065 -0.99460 0.28882
H -0.23582 2.20044 0.93819
H 2.57171 -0.35905 1.01567
H -0.78230 -0.03036 2.25165
H 3.34137 -0.35832 -0.64762
H -2.68602 -1.68213 -0.65835
C -2.63304 -0.68931 -0.15153
C 0.59405 1.02520 -0.59808
O -0.74698 0.84680 -1.00740
C -1.14687 -0.22282 -0.09214
C -0.42969 0.09176 1.22413
H 1.00876 -0.91480 -1.59082
H 0.09086 -2.04345 0.70632
*
```


Computed relative energies in units of eV: #A 3.593; #B 0.000


#A
Formula: C8H12O
Source: OMol25
Level of theory: the ωB97M-V functional and the def2-TZVPD basis

Output
HOMO energy = -9.43 eV
SMILES = C=C(C)C(=O)C(=C)CC

Structure (ORCA input):
```
! wB97M-V def2-TZVPD RIJCOSX def2/J DEFGRID3
* xyz 0 1
H 1.75112 -0.36407 2.11816
C -1.15070 0.29503 -1.05305
H 2.37506 -0.74119 -0.82324
H -2.85624 -0.95215 -1.04079
H 2.23585 -2.09323 0.33951
C -0.47010 1.56570 -1.44484
H 3.45363 -0.84760 0.57465
H -0.69660 0.22924 3.07086
H -0.13737 2.12704 -0.56703
O -0.20393 -1.88097 -0.70315
C 1.45649 -0.20709 1.07274
C 2.42824 -1.02227 0.23280
H 1.64276 0.85760 0.89489
C -2.41420 -0.01663 -1.36950
C -1.03771 -0.03350 2.07225
H 0.40232 1.35271 -2.07153
C -0.16432 -0.36157 1.13161
C -0.36077 -0.73255 -0.27292
H -1.13329 2.21191 -2.02842
H -3.01601 0.63111 -1.99808
H -2.10424 -0.01752 1.86509
*
```


#B
Formula: C8H12O
Source: OMol25
Level of theory: the ωB97M-V functional and the def2-TZVPD basis

Output
HOMO energy = -9.69 eV
SMILES = C#C[C@]1(C)O[C@@H]1C.C=C

Structure (ORCA input):
```
! wB97M-V def2-TZVPD RIJCOSX def2/J DEFGRID3
* xyz 0 1
H -1.14139 0.21703 2.22521
H 1.67150 -0.62710 1.36410
H -2.46938 -0.94331 2.11235
C 1.69333 -1.09465 0.39721
H 3.13947 0.15790 -0.45039
C -1.58259 -0.43966 0.23307
H 0.95554 -1.90880 0.26251
C 0.06131 1.46379 0.22655
C -1.49070 -0.68410 1.71670
H 1.56778 2.76402 1.27326
C 2.50193 -0.70385 -0.56781
C 0.82688 2.20153 0.78374
H -1.45793 0.02776 -2.47158
O -2.27336 0.80488 -0.12391
C -0.93484 0.67779 -0.49310
H 2.56139 -1.21946 -1.51859
C -0.64221 0.55181 -1.97664
H 0.28788 0.00203 -2.12605
H -0.80319 -1.50588 1.91199
H -0.54028 1.54219 -2.41765
H -1.93110 -1.28394 -0.36094
*
```


Computed relative energies in units of eV: #A 0.000; #B 1.559